No. 1
{"formula": "C45H49BaBrIN7O4", "method": "wB97M-V/def2-TZVPD", "homo_energy_ev": -0.94, "mol_weight_da": 1096.07, "energy_ha": -5325.8605, "total_charge": -2, "gap_ev": 3.941, "symbols": ["Ba", "O", "C", "O", "C", "C", "C", "N", "C", "C", "C", "O", "O", "H", "H", "H", "N", "C", "C", "N", "C", "C", "N", "C", "C", "N", "H", "H", "H", "H", "H", "H", "C", "C", "C", "C", "C", "C", "C", "C", "C", "C", "C", "C", "N", "C", "C", "N", "C", "C", "C", "C", "C", "C", "C", "C", "C", "C", "C", "C", "H", "H", "H", "H", "H", "H", "H", "H", "H", "H", "H", "H", "H", "H", "H", "H", "H", "H", "H", "H", "H", "H", "H", "H", "H", "H", "H", "H", "H", "H", "H", "H", "H", "H", "H", "H", "Br", "C", "C", "C", "C", "C", "C", "I", "H", "H", "H", "H"], "positions_angstrom": [[-0.42, -1.16, 0.10], [-6.12, -5.17, -3.16], [-6.07, -4.92, -1.94], [-6.60, -5.53, -0.99], [-4.96, -3.92, -1.54], [-4.34, -3.14, -2.50], [-3.31, -2.29, -2.13], [-2.85, -2.20, -0.88], [-3.47, -2.92, 0.07], [-4.53, -3.77, -0.22], [-2.93, -2.79, 1.50], [-3.65, -3.15, 2.42], [-1.74, -2.32, 1.57], [-4.66, -3.23, -3.53], [-2.81, -1.67, -2.87], [-5.01, -4.33, 0.57], [0.71, -4.15, -3.98], [-0.22, -5.07, -3.55], [-0.74, -4.57, -2.40], [-0.16, -3.35, -2.12], [0.70, -3.13, -3.08], [1.53, -1.94, -3.13], [1.35, -0.91, -2.34], [2.34, -0.01, -2.64], [3.14, -0.51, -3.62], [2.61, -1.75, -3.93], [1.21, -4.18, -4.85], [-0.42, -5.97, -4.10], [-1.51, -4.98, -1.78], [2.41, 0.92, -2.10], [4.01, -0.12, -4.11], [3.00, -2.40, -4.58], [4.34, 1.71, 3.19], [3.43, 0.49, 3.36], [3.27, 0.15, 4.85], [3.91, -0.73, 2.58], [5.08, -1.35, 3.00], [5.47, -2.59, 2.51], [4.63, -3.23, 1.60], [3.48, -2.63, 1.12], [2.60, -3.39, 0.14], [1.72, -4.42, 0.87], [3.38, -4.06, -0.99], [3.10, -1.32, 1.56], [1.99, -0.74, 1.02], [2.08, 0.61, 0.69], [1.10, 1.53, 0.53], [-0.28, 1.40, 0.68], [-0.99, 2.54, 0.92], [-2.36, 2.60, 0.50], [-3.08, 3.78, 0.61], [-2.52, 4.94, 1.15], [-1.24, 4.86, 1.66], [-0.48, 3.69, 1.61], [0.76, 3.63, 2.49], [1.83, 4.65, 2.10], [0.37, 3.80, 3.97], [-3.07, 1.35, 0.02], [-3.58, 0.56, 1.23], [-4.23, 1.60, -0.95], [3.98, 2.55, 3.79], [4.38, 2.03, 2.15], [5.36, 1.48, 3.51], [2.44, 0.75, 2.99], [4.23, -0.07, 5.32], [2.62, -0.72, 4.97], [2.82, 0.99, 5.38], [5.68, -0.87, 3.76], [6.37, -3.07, 2.86], [4.90, -4.22, 1.24], [1.93, -2.68, -0.34], [2.34, -5.17, 1.37], [1.05, -4.93, 0.18], [1.11, -3.93, 1.64], [4.09, -4.80, -0.61], [3.95, -3.32, -1.56], [2.69, -4.58, -1.66], [3.10, 0.97, 0.48], [1.45, 2.52, 0.19], [-4.10, 3.80, 0.25], [-3.10, 5.85, 1.21], [-0.83, 5.72, 2.18], [1.20, 2.64, 2.40], [1.44, 5.67, 2.16], [2.17, 4.48, 1.08], [2.69, 4.58, 2.77], [-0.04, 4.79, 4.17], [1.25, 3.66, 4.61], [-0.38, 3.06, 4.25], [-2.37, 0.70, -0.52], [-4.29, 1.18, 1.79], [-2.76, 0.29, 1.91], [-4.09, -0.36, 0.93], [-5.09, 2.03, -0.45], [-4.55, 0.65, -1.39], [-3.93, 2.28, -1.76], [-3.67, 2.65, -5.34], [-2.72, 3.63, -4.03], [-3.11, 4.94, -3.79], [-2.45, 5.69, -2.83], [-1.40, 5.14, -2.11], [-1.02, 3.83, -2.35], [-1.67, 3.07, -3.31], [-0.97, 1.13, -3.59], [-3.94, 5.35, -4.35], [-2.77, 6.71, -2.64], [-0.91, 5.71, -1.34], [-0.23, 3.39, -1.76]]}


No. 2
{"formula": "C45H49Cl2FeN2O3PS5Si", "method": "wB97M-V/def2-TZVPD", "homo_energy_ev": [-4.53, -4.60], "mol_weight_da": 1012.04, "spin_multiplicity": 6, "energy_ha": -6885.4613, "total_charge": -1, "gap_ev": [6.386, 5.984], "symbols": ["Fe", "Cl", "C", "C", "C", "Cl", "C", "O", "C", "C", "O", "C", "H", "H", "H", "C", "Si", "C", "C", "C", "C", "C", "C", "C", "C", "H", "H", "H", "H", "H", "H", "H", "H", "H", "H", "H", "H", "H", "H", "H", "H", "H", "H", "H", "H", "H", "O", "C", "C", "C", "C", "C", "S", "C", "C", "C", "C", "S", "C", "C", "C", "C", "S", "H", "H", "H", "H", "H", "H", "H", "H", "H", "C", "C", "N", "C", "C", "N", "H", "H", "H", "H", "H", "H", "S", "P", "S", "C", "C", "C", "C", "C", "C", "C", "C", "C", "C", "C", "C", "H", "H", "H", "H", "H", "H", "H", "H", "H", "H"], "positions_angstrom": [[-0.31, -0.31, 0.48], [7.22, -1.27, 0.71], [5.50, -1.06, 0.96], [5.00, -1.04, 2.28], [3.66, -0.87, 2.50], [3.05, -0.84, 4.12], [2.72, -0.69, 1.43], [1.49, -0.48, 1.67], [3.28, -0.74, 0.12], [2.42, -0.63, -1.01], [1.20, -0.57, -0.98], [4.66, -0.91, -0.09], [5.67, -1.17, 3.12], [2.91, -0.63, -2.00], [5.04, -0.93, -1.11], [-0.31, 1.34, 3.43], [-0.55, 2.01, 1.70], [0.75, 3.41, 1.56], [0.67, 4.16, 0.22], [0.59, 4.42, 2.70], [2.13, 2.75, 1.67], [-2.40, 2.49, 1.61], [-2.78, 3.38, 2.79], [-2.76, 3.20, 0.30], [-3.22, 1.19, 1.69], [-0.35, 2.13, 4.19], [0.63, 0.80, 3.52], [-1.11, 0.62, 3.66], [-0.25, 4.74, 0.14], [0.71, 3.48, -0.63], [1.52, 4.86, 0.14], [-0.35, 4.98, 2.62], [1.41, 5.14, 2.65], [0.62, 3.94, 3.68], [2.30, 2.04, 0.85], [2.25, 2.20, 2.61], [2.91, 3.51, 1.62], [-2.31, 4.37, 2.72], [-2.49, 2.94, 3.75], [-3.87, 3.54, 2.81], [-2.27, 4.17, 0.23], [-3.85, 3.38, 0.26], [-2.47, 2.62, -0.57], [-3.06, 0.67, 2.64], [-2.94, 0.49, 0.89], [-4.29, 1.41, 1.59], [-1.23, -1.59, 1.58], [-1.73, -2.52, 2.48], [-0.78, -3.72, 2.65], [-0.97, -4.86, 3.38], [0.19, -5.69, 3.42], [1.24, -5.15, 2.73], [0.82, -3.65, 2.04], [-3.09, -3.01, 1.97], [-4.06, -3.74, 2.58], [-5.20, -3.95, 1.74], [-5.06, -3.35, 0.52], [-3.56, -2.54, 0.38], [-1.94, -1.91, 3.88], [-3.04, -1.26, 4.36], [-2.85, -0.74, 5.68], [-1.61, -1.01, 6.16], [-0.67, -1.89, 5.04], [-1.90, -5.09, 3.88], [0.24, -6.63, 3.96], [2.23, -5.56, 2.59], [-4.00, -4.11, 3.59], [-6.08, -4.51, 2.04], [-5.77, -3.33, -0.30], [-3.97, -1.17, 3.81], [-3.61, -0.19, 6.23], [-1.18, -0.73, 7.12], [-0.48, -3.39, -1.29], [-1.34, -2.30, -1.81], [-1.49, -1.09, -1.31], [-2.42, -0.43, -2.11], [-2.84, -1.26, -3.09], [-2.15, -2.45, -2.89], [0.21, -2.98, -0.56], [0.10, -3.85, -2.10], [-1.07, -4.16, -0.80], [-2.70, 0.59, -1.92], [-3.53, -1.12, -3.90], [-2.22, -3.28, -3.45], [-1.65, 2.92, -5.51], [-0.96, 3.48, -3.74], [-0.47, 2.04, -2.46], [0.48, 4.60, -3.99], [1.74, 4.25, -3.54], [2.82, 5.11, -3.76], [2.64, 6.30, -4.44], [1.38, 6.64, -4.91], [0.30, 5.80, -4.69], [-2.17, 4.61, -2.95], [-1.76, 5.68, -2.15], [-2.69, 6.52, -1.55], [-4.05, 6.28, -1.73], [-4.47, 5.20, -2.50], [-3.53, 4.38, -3.11], [1.87, 3.32, -3.00], [3.81, 4.83, -3.39], [3.48, 6.96, -4.61], [1.23, 7.57, -5.45], [-0.69, 6.06, -5.05], [-0.70, 5.87, -2.01], [-2.36, 7.35, -0.94], [-4.78, 6.93, -1.26], [-5.53, 5.01, -2.63], [-3.84, 3.55, -3.74]]}


No. 3
{"formula": "C45H49MoN4P2", "method": "wB97M-V/def2-TZVPD", "homo_energy_ev": [-16.41, -16.40], "mol_weight_da": 803.80, "spin_multiplicity": 3, "energy_ha": -2713.3104, "total_charge": 3, "gap_ev": [7.666, 7.385], "symbols": ["Mo", "C", "C", "C", "C", "C", "C", "C", "C", "C", "H", "H", "H", "H", "H", "H", "H", "H", "H", "H", "H", "H", "N", "P", "C", "C", "C", "C", "C", "C", "C", "C", "C", "C", "C", "C", "P", "C", "C", "C", "C", "C", "C", "C", "C", "C", "C", "C", "C", "H", "H", "H", "H", "H", "H", "H", "H", "H", "H", "H", "H", "H", "H", "H", "H", "H", "H", "H", "H", "H", "C", "C", "C", "C", "N", "C", "C", "H", "H", "H", "H", "H", "H", "H", "N", "C", "C", "C", "C", "C", "N", "H", "H", "H", "H", "H", "H", "C", "H", "H", "H"], "positions_angstrom": [[0.25, 0.67, 0.26], [-3.68, -0.36, -0.46], [-3.03, 0.99, -0.29], [-3.20, 1.98, -1.25], [-2.89, 3.31, -0.97], [-3.15, 4.39, -1.98], [-2.41, 3.64, 0.30], [-2.23, 2.68, 1.28], [-1.91, 3.08, 2.70], [-2.47, 1.33, 0.95], [-3.85, -0.61, -1.50], [-4.67, -0.32, 0.02], [-3.12, -1.16, 0.03], [-3.65, 1.73, -2.20], [-4.02, 4.98, -1.69], [-3.34, 3.98, -2.97], [-2.30, 5.08, -2.05], [-2.26, 4.69, 0.55], [-2.78, 3.60, 3.12], [-1.08, 3.78, 2.78], [-1.71, 2.22, 3.33], [-2.50, 0.60, 1.75], [0.72, -2.19, -1.15], [0.93, -0.69, -1.85], [-0.10, -0.67, -3.32], [-1.47, -0.83, -3.12], [-2.33, -0.82, -4.20], [-1.82, -0.65, -5.49], [-0.46, -0.50, -5.69], [0.41, -0.50, -4.60], [2.62, -0.49, -2.40], [3.01, 0.70, -3.02], [4.31, 0.85, -3.46], [5.23, -0.18, -3.28], [4.85, -1.35, -2.65], [3.55, -1.51, -2.20], [0.36, -1.96, 0.48], [1.67, -2.70, 1.46], [2.40, -2.04, 2.45], [3.39, -2.72, 3.15], [3.67, -4.05, 2.86], [2.94, -4.71, 1.88], [1.94, -4.05, 1.19], [-1.05, -3.04, 0.79], [-1.90, -3.42, -0.26], [-2.95, -4.29, -0.03], [-3.17, -4.78, 1.25], [-2.33, -4.42, 2.30], [-1.27, -3.56, 2.07], [0.92, -3.08, -1.60], [-1.86, -0.96, -2.12], [-3.40, -0.96, -4.06], [-2.50, -0.64, -6.34], [-0.07, -0.38, -6.69], [1.47, -0.40, -4.77], [2.29, 1.50, -3.18], [4.62, 1.77, -3.95], [6.25, -0.06, -3.62], [5.57, -2.15, -2.51], [3.27, -2.43, -1.70], [2.22, -1.00, 2.68], [3.96, -2.21, 3.91], [4.44, -4.57, 3.40], [3.14, -5.75, 1.66], [1.36, -4.59, 0.45], [-1.72, -3.06, -1.27], [-3.59, -4.59, -0.84], [-3.99, -5.47, 1.43], [-2.48, -4.83, 3.29], [-0.58, -3.33, 2.88], [-0.10, 0.17, 6.79], [0.01, 0.27, 5.30], [0.91, 1.14, 4.68], [0.97, 1.20, 3.31], [0.20, 0.45, 2.49], [-0.67, -0.38, 3.09], [-0.79, -0.50, 4.46], [0.78, 0.57, 7.29], [-0.26, -0.86, 7.11], [-0.97, 0.75, 7.12], [1.56, 1.77, 5.26], [1.69, 1.86, 2.85], [-1.30, -0.98, 2.45], [-1.50, -1.21, 4.86], [0.79, 2.86, 0.66], [0.66, 3.19, -0.73], [1.08, 4.33, -1.36], [0.76, 4.46, -2.71], [0.02, 3.47, -3.33], [-0.33, 2.34, -2.63], [0.03, 2.17, -1.35], [1.69, 3.12, 1.04], [0.05, 3.34, 1.18], [1.60, 5.11, -0.82], [1.06, 5.35, -3.25], [-0.29, 3.58, -4.37], [-0.91, 1.54, -3.08], [2.38, 0.58, 0.41], [2.82, 1.23, -0.35], [2.83, -0.40, 0.28], [2.69, 0.95, 1.39]]}


No. 4
{"formula": "C45H49N4O4P2SZr", "method": "wB97M-V/def2-TZVPD", "homo_energy_ev": -13.97, "mol_weight_da": 895.15, "energy_ha": -3391.3049, "total_charge": 3, "gap_ev": 4.118, "symbols": ["Zr", "C", "C", "C", "O", "C", "O", "O", "H", "H", "H", "H", "H", "H", "H", "C", "S", "C", "C", "C", "N", "P", "C", "C", "C", "C", "C", "C", "C", "C", "C", "C", "C", "C", "P", "C", "C", "C", "C", "C", "C", "C", "C", "C", "C", "C", "C", "H", "H", "H", "H", "H", "H", "H", "H", "H", "H", "H", "H", "H", "H", "H", "H", "H", "H", "H", "H", "H", "H", "H", "H", "H", "H", "H", "H", "H", "C", "C", "C", "C", "C", "N", "C", "O", "N", "C", "C", "C", "C", "N", "C", "C", "C", "H", "H", "H", "H", "H", "H", "H", "H", "H", "H", "H", "H", "H"], "positions_angstrom": [[-0.69, -0.80, 0.37], [-1.86, -4.17, 1.59], [-2.56, -3.13, 0.73], [-3.81, -3.69, 0.05], [-1.64, -2.61, -0.31], [-2.87, -1.91, 1.65], [-3.94, -1.72, 2.13], [-1.80, -1.16, 1.85], [-1.54, -5.02, 0.99], [-2.56, -4.54, 2.33], [-1.00, -3.74, 2.12], [-3.61, -4.68, -0.36], [-4.17, -3.03, -0.73], [-4.61, -3.78, 0.79], [-1.53, -3.36, -0.93], [6.01, 2.69, 5.08], [6.46, 1.06, 4.44], [4.80, 0.30, 4.41], [4.20, 0.31, 3.01], [2.69, 0.12, 3.09], [2.09, -0.23, 1.78], [1.19, 0.97, 0.92], [2.39, 2.34, 1.02], [2.29, 3.37, 1.96], [3.31, 4.30, 2.06], [4.41, 4.22, 1.23], [4.50, 3.22, 0.26], [3.48, 2.29, 0.15], [-0.25, 1.48, 1.98], [-1.08, 2.44, 1.39], [-2.21, 2.88, 2.05], [-2.53, 2.37, 3.30], [-1.72, 1.41, 3.89], [-0.59, 0.95, 3.23], [1.38, -1.84, 1.75], [2.81, -2.87, 2.19], [3.97, -2.84, 1.42], [5.03, -3.66, 1.76], [4.93, -4.51, 2.85], [3.78, -4.55, 3.62], [2.71, -3.73, 3.29], [1.40, -2.18, -0.10], [0.99, -3.48, -0.45], [0.94, -3.88, -1.78], [1.28, -2.98, -2.79], [1.73, -1.71, -2.46], [1.79, -1.31, -1.13], [6.93, 3.25, 5.22], [5.52, 2.57, 6.04], [5.36, 3.20, 4.37], [4.18, 0.86, 5.11], [4.91, -0.72, 4.78], [4.64, -0.49, 2.42], [4.43, 1.25, 2.51], [2.23, 1.04, 3.47], [2.48, -0.69, 3.80], [1.43, 3.44, 2.61], [3.23, 5.09, 2.79], [5.21, 4.93, 1.32], [5.34, 3.16, -0.40], [3.55, 1.51, -0.60], [-0.78, 2.89, 0.45], [-2.83, 3.65, 1.61], [-3.41, 2.72, 3.82], [-1.96, 1.05, 4.87], [0.05, 0.20, 3.71], [4.03, -2.18, 0.56], [5.93, -3.64, 1.16], [5.76, -5.16, 3.09], [3.70, -5.21, 4.46], [1.80, -3.75, 3.88], [0.81, -4.20, 0.34], [0.67, -4.90, -2.03], [1.24, -3.30, -3.82], [2.09, -1.06, -3.24], [2.33, -0.39, -0.89], [-5.24, -1.06, -7.09], [-4.84, 0.22, -6.45], [-3.52, 0.46, -6.08], [-3.14, 1.66, -5.50], [-4.10, 2.65, -5.27], [-3.78, 3.89, -4.67], [-2.78, 4.25, -3.86], [-2.51, 5.38, -3.55], [-1.96, 3.18, -3.30], [-2.40, 2.20, -2.48], [-3.78, 1.95, -2.28], [-4.16, 0.94, -1.43], [-3.20, 0.16, -0.80], [-1.88, 0.36, -0.97], [-1.50, 1.37, -1.79], [-5.42, 2.43, -5.66], [-5.78, 1.23, -6.24], [-4.46, -1.81, -6.99], [-5.42, -0.91, -8.15], [-6.16, -1.44, -6.66], [-2.78, -0.29, -6.26], [-2.11, 1.83, -5.27], [-4.37, 4.67, -4.94], [-1.00, 3.47, -3.22], [-4.52, 2.57, -2.75], [-5.21, 0.75, -1.24], [-3.52, -0.64, -0.14], [-0.42, 1.51, -1.91], [-6.16, 3.20, -5.51], [-6.80, 1.08, -6.55]]}